Entry 1:
Density functional theory data (ωB97M-V with the def2-TZVPD basis set) for a 2-piece molecular cluster, C34H37BFN5O16S overall at a distorted geometry.

Cartesian coordinates (Å):
S1 -3.254 -2.645 2.351
F1 -2.698 1.668 -0.908
O1 -1.902 -2.679 -0.025
O2 -3.487 -1.932 -2.523
O3 3.890 -0.293 -3.119
O4 -2.400 1.782 1.844
O5 6.066 4.111 -1.466
O6 2.544 -0.580 1.937
O7 2.747 -1.049 -1.366
O8 -2.854 -6.263 -3.185
O9 -3.414 -5.388 -5.295
O10 -1.434 3.439 2.943
O11 -3.338 -8.419 -3.612
O12 -4.042 -7.320 -6.265
O13 -3.795 -4.016 -3.314
O14 -1.574 -4.373 -4.049
O15 -0.742 -2.386 -3.432
O16 4.223 3.578 -0.447
N1 -0.944 -1.616 1.610
N2 0.291 -0.017 5.279
N3 5.113 3.497 -1.627
N4 2.469 2.292 0.420
N5 -0.128 -1.561 0.501
C1 0.179 2.760 0.117
C2 1.015 2.002 2.227
C3 -3.093 -2.935 -3.050
C4 -2.834 0.972 2.984
C5 2.523 -2.442 -1.704
C6 3.343 0.021 2.796
C7 1.704 3.130 -1.794
C8 3.375 1.542 2.625
C9 -2.425 3.076 -2.749
C10 1.456 2.692 -0.382
C11 -1.726 2.334 -1.603
C12 -3.635 -6.703 -5.329
C13 -4.275 0.602 2.733
C14 -1.365 2.560 2.132
C15 -1.649 -3.178 -3.530
C16 0.332 0.946 6.175
C17 0.780 1.639 3.639
C18 -0.734 -2.192 -0.425
C19 2.217 2.122 -2.855
C20 -3.268 -7.276 -3.947
C21 -1.970 -2.289 1.247
C22 0.586 2.266 5.903
C23 -4.665 -1.688 1.678
C24 4.072 -0.828 1.663
C25 -4.445 -0.193 1.431
C26 -0.982 3.299 -0.698
C27 0.508 0.355 4.029
C28 -0.037 2.412 1.444
C29 1.745 0.669 -2.779
C30 3.656 -3.304 -1.174
C31 0.829 2.618 4.608
C32 2.275 1.954 1.705
C33 3.814 2.266 -0.141
C34 2.896 -0.253 -2.461
B1 -2.917 -5.022 -3.965
H1 -1.708 3.702 -0.001
H2 -2.727 1.554 3.890
H3 -4.661 0.006 3.548
H4 4.575 -2.741 -1.229
H5 1.045 3.628 4.318
H6 3.441 -0.341 3.794
H7 0.952 0.490 -2.075
H8 3.770 -4.211 -1.748
H9 0.795 3.545 -2.175
H10 4.370 1.824 2.329
H11 3.293 2.121 -2.923
H12 -0.641 4.150 -1.258
H13 2.404 -2.568 -2.771
H14 3.480 -3.526 -0.133
H15 -5.458 -1.819 2.400
H16 0.476 -0.410 3.273
H17 3.864 -1.171 0.644
H18 1.610 -2.750 -1.217
H19 0.164 0.662 7.197
H20 -4.976 -2.159 0.758
H21 3.844 1.629 -1.012
H22 3.213 1.903 3.628
H23 2.416 3.940 -1.823
H24 1.427 0.374 -3.770
H25 -4.811 1.537 2.644
H26 -2.222 0.088 3.072
H27 4.542 0.116 1.288
H28 -3.644 0.005 0.739
H29 1.886 2.533 -3.797
H30 -0.289 -2.279 -1.383
H31 -5.352 0.136 0.938
H32 4.521 1.862 0.554
H33 -2.316 2.519 -3.665
H34 0.599 3.032 6.651
H35 -3.464 3.217 -2.499
H36 -1.084 1.604 -2.064
H37 -1.960 4.037 -2.925

E_LUMO in eV: -2.105
Max |F| in hartree/bohr: 0.0457
Charge: 0
Kohn-Sham gap in eV: 6.69
DFT total energy in hartree: -3318.2072
2S+1: 1

---

Entry 2:
Density functional theory data (ωB97M-V with the def2-TZVPD basis set) for a 3-piece molecular cluster, C22H41BN3O7 overall at a distorted geometry.

Cartesian coordinates (Å):
O1 -2.396 -1.402 1.497
O2 5.488 2.122 0.452
O3 3.531 0.286 2.360
O4 -1.623 3.111 0.183
O5 4.766 2.909 2.567
O6 3.087 1.995 1.029
O7 -0.746 1.341 -4.883
N1 -1.180 -0.792 1.597
N2 -2.200 1.164 -6.623
N3 -0.565 2.526 -1.748
C1 -2.209 1.090 2.945
C2 -1.875 1.174 -5.323
C3 -3.564 0.960 -7.077
C4 0.851 -3.806 0.631
C5 -3.300 1.472 1.863
C6 -2.894 0.189 4.009
C7 0.470 1.734 -2.398
C8 -0.283 -2.789 0.309
C9 -0.136 -1.443 1.002
C10 -1.045 0.382 2.240
C11 -1.404 3.402 -2.551
C12 -2.076 0.071 5.344
C13 0.208 1.016 2.302
C14 5.742 0.735 0.165
C15 -0.770 2.475 -0.427
C16 -1.150 1.365 -7.610
C17 1.301 0.390 1.697
C18 1.419 -5.581 2.343
C19 1.105 -4.055 2.147
C20 1.106 -0.843 1.045
C21 2.372 -3.297 2.704
C22 2.722 0.920 1.715
B1 4.470 2.319 1.350
H1 0.688 -6.234 1.849
H2 -1.567 1.331 -8.613
H3 -3.887 0.560 1.677
H4 1.492 -5.753 3.430
H5 -3.606 0.072 -7.710
H6 -3.925 2.285 2.258
H7 2.980 -3.917 3.371
H8 -1.292 4.430 -2.202
H9 -1.260 -3.257 0.494
H10 -2.102 -0.949 5.762
H11 -3.871 0.621 4.284
H12 -0.675 2.333 -7.443
H13 0.339 1.969 2.815
H14 -2.490 -2.051 2.217
H15 1.012 1.137 -1.662
H16 -1.824 1.987 3.450
H17 -1.040 0.430 5.236
H18 -4.235 0.824 -6.230
H19 -3.889 1.828 -7.653
H20 0.214 -3.785 2.744
H21 -0.242 -2.594 -0.781
H22 4.907 0.314 -0.422
H23 1.774 -3.548 0.079
H24 1.949 -1.347 0.576
H25 -2.449 3.111 -2.436
H26 -0.394 0.586 -7.501
H27 2.020 -2.369 3.190
H28 -0.087 1.787 0.086
H29 0.520 -4.768 0.197
H30 2.444 -5.728 1.955
H31 -3.108 -0.831 3.662
H32 1.170 2.404 -2.900
H33 -2.741 1.013 -4.659
H34 -2.800 1.757 0.914
H35 -1.118 3.336 -3.595
H36 2.934 -2.948 1.820
H37 4.918 2.229 3.238
H38 6.680 0.678 -0.408
H39 5.876 0.134 1.080
H40 -2.549 0.707 6.112
H41 0.012 1.073 -3.135

E_LUMO in eV: -3.957
Max |F| in hartree/bohr: 0.0449
Energy above the lowest of the compared OMol25 structures with the same formula, charge and spin in eV: 0.000
Charge: +1
Kohn-Sham gap in eV: 7.37
DFT total energy in hartree: -1578.5058
2S+1: 1

---

Entry 3:
Density functional theory data (ωB97M-V with the def2-TZVPD basis set) for a 2-piece molecular cluster, C4H10N2O overall at a distorted geometry.

Cartesian coordinates (Å):
O1 -1.278 1.686 -0.464
N1 1.653 -1.317 0.277
N2 1.753 -0.062 0.682
C1 -0.906 0.042 1.396
C2 -0.926 -0.625 -1.125
C3 1.499 0.890 -0.233
C4 -0.765 0.441 -0.264
H1 -1.950 0.261 1.615
H2 2.043 -1.950 0.969
H3 0.774 -1.443 -0.617
H4 -1.803 1.691 -1.275
H5 -0.622 -1.562 -1.570
H6 -0.766 -0.971 1.760
H7 1.683 0.665 -1.285
H8 -1.666 -0.424 -1.900
H9 1.564 1.905 0.125
H10 -0.286 0.773 1.909

E_LUMO in eV: 0.458
Max |F| in hartree/bohr: 0.1064
Energy above the lowest of the compared OMol25 structures with the same formula, charge and spin in eV: 7.503
Charge: 0
Kohn-Sham gap in eV: 7.82
DFT total energy in hartree: -342.9257
2S+1: 1

---

Entry 4:
Density functional theory data (ωB97M-V with the def2-TZVPD basis set) for one molecule with the formula C18H19N3O2 at a distorted geometry.

Cartesian coordinates (Å):
O1 -0.466 3.510 -1.755
O2 -1.916 0.865 1.414
N1 1.492 2.317 -0.152
N2 0.066 2.381 0.077
N3 -2.869 1.780 -0.589
C1 -5.182 -1.801 -0.914
C2 -3.404 -0.316 0.143
C3 -4.549 -2.871 -0.328
C4 -0.748 2.897 -0.934
C5 -2.707 0.790 0.333
C6 -2.861 -1.602 0.461
C7 -3.340 -3.097 0.200
C8 3.764 -0.213 -0.147
C9 -2.337 2.942 -0.154
C10 3.185 -0.337 -1.335
C11 1.630 0.840 2.002
C12 -4.635 -0.597 -0.421
C13 4.782 -2.077 0.117
C14 3.273 -1.836 -1.612
C15 3.576 1.409 0.295
C16 2.195 1.527 0.664
C17 4.199 -2.687 -0.917
C18 4.532 -0.910 0.462
H1 -5.021 0.183 -0.803
H2 2.920 -1.953 -2.589
H3 0.458 0.564 1.907
H4 -1.867 -1.649 1.008
H5 2.541 0.174 -2.042
H6 -2.810 3.898 -0.870
H7 5.073 -0.491 1.512
H8 -2.363 3.404 0.908
H9 1.650 1.468 2.910
H10 -6.158 -1.872 -1.220
H11 2.119 0.099 2.400
H12 4.293 -3.731 -1.313
H13 4.095 1.669 1.187
H14 5.384 -2.971 0.722
H15 -4.943 -3.801 -0.623
H16 3.716 2.101 -0.238
H17 -3.392 1.639 -1.198
H18 -2.926 -3.781 0.767
H19 -0.449 2.139 0.664

E_LUMO in eV: 0.143
Max |F| in hartree/bohr: 0.3661
Energy above the lowest of the compared OMol25 structures with the same formula, charge and spin in eV: 19.364
Charge: 0
Kohn-Sham gap in eV: 8.68
DFT total energy in hartree: -1011.4198
2S+1: 1

---

no.,highest occupied orbital energy (eV)
1,-8.80
2,-11.33
3,-7.37
4,-8.53